w.
The following is a quantum chemistry calculation of a 2-piece molecular cluster, C4H12S overall, from the OMol25 dataset.

## Properties
Highest occupied orbital energy: -0.314 Eh
2S+1: 1
Structure (SMILES): CSC.CC
Kohn-Sham gap: 9.475 eV

Cartesian coordinates (Å):
H 0.811 0.756 3.197
C -0.657 -1.119 -3.002
H -0.454 2.070 3.482
H -1.716 -1.320 -3.109
H -0.246 -1.768 -2.230
H -1.696 0.810 1.848
H -2.000 -0.296 3.055
H 1.926 -0.484 -1.528
H 2.306 1.063 -2.173
C 1.804 0.134 -2.416
C -1.148 0.191 2.572
H -0.146 -1.398 -3.919
H -0.361 0.697 4.531
H 2.272 -0.389 -3.240
C -0.202 1.020 3.505
H -0.505 -0.540 2.088
S 0.010 0.572 -2.660

x.
The following is a quantum chemistry calculation of a 2-piece molecular cluster, C4H12S overall, from the OMol25 dataset.

## Properties
Highest occupied orbital energy: -0.314 Eh
2S+1: 1
Structure (SMILES): CSC.CC
Kohn-Sham gap: 9.593 eV

Cartesian coordinates (Å):
H 1.846 -0.935 1.285
H 1.616 2.056 3.335
H -0.872 0.172 -0.891
C 1.863 1.187 2.725
H 2.615 1.445 1.983
H -1.588 1.274 -2.869
H 2.256 0.392 3.351
H -0.280 -1.057 -2.022
H -2.922 0.114 -2.772
C -1.845 0.218 -2.881
S 0.254 0.743 2.007
H 0.330 -1.015 0.348
H 0.384 -1.758 1.854
C 0.768 -0.875 1.332
H -1.758 -1.292 -1.247
H -1.505 -0.174 -3.836
C -1.161 -0.494 -1.701

Which is the most stable structure? x is the most stable.

w.
The following is a quantum chemistry calculation of C5H7N3 as an isolated structure, from the OMol25 dataset.

## Properties
Highest occupied orbital energy: -0.316 Eh
2S+1: 1
Kohn-Sham gap: 8.692 eV

Cartesian coordinates (Å):
H -1.626 1.564 -0.641
H -2.711 0.818 1.267
C 2.920 0.042 -0.083
C 0.470 -0.438 0.135
N -1.863 -0.974 0.003
C -2.341 0.459 -0.051
C 0.375 0.939 0.166
C 1.885 -0.888 0.001
N 0.115 2.115 0.028
N -0.490 -1.219 0.092
H -3.330 0.448 -0.659
H 2.843 1.241 -0.160
H 2.008 -1.916 -0.043
H 3.939 -0.318 0.164
H -2.194 -1.873 -0.219

x.
The following is a quantum chemistry calculation of one molecule with the formula C5H7N3, from the OMol25 dataset.

## Properties
Highest occupied orbital energy: -0.290 Eh
2S+1: 1
Structure (SMILES): [H]/N=C/N1C=C[C@H]2CN21
Kohn-Sham gap: 8.850 eV

Cartesian coordinates (Å):
N -2.912 0.219 0.172
H -0.567 2.331 0.273
C -0.032 1.273 0.151
H 2.872 -0.299 -0.956
H 0.900 -0.623 1.607
N 0.198 -0.904 -0.460
C 1.667 -0.168 -0.441
C 1.190 -1.118 0.674
H -1.810 -1.483 -0.656
H 1.479 -2.015 0.486
H 1.807 2.189 -0.138
C 1.295 1.213 -0.084
H -3.591 -0.281 -0.298
N -0.606 0.060 -0.047
C -1.891 -0.395 -0.284

Which is the most stable structure? x is the most stable.

w.
The following is a quantum chemistry calculation of one molecule with the formula C5H7N3, from the OMol25 dataset.

## Properties
Highest occupied orbital energy (spin up / spin down): -0.268 / -0.268 Eh
2S+1: 1
Kohn-Sham gap (spin up / spin down): 6.225 / 6.228 eV

Cartesian coordinates (Å):
H -1.117 -0.127 -3.173
C -0.704 -0.016 -2.188
H 1.807 1.045 1.384
H -1.093 -1.965 -1.189
C -0.738 -0.953 -1.155
H 1.349 -1.269 1.274
H -0.363 -1.683 1.596
N 0.942 1.300 1.860
C 0.317 -0.900 1.261
N 0.250 0.914 -0.395
H 0.009 2.098 -2.117
N 0.227 0.272 2.102
C -0.075 -0.348 -0.086
H -0.694 0.496 2.486
C -0.117 1.136 -1.659

x.
The following is a quantum chemistry calculation of one molecule with the formula C5H7N3, from the OMol25 dataset.

## Properties
Highest occupied orbital energy: -0.380 Eh
2S+1: 1
Structure (SMILES): CN(C)C(C#N)C#N
Kohn-Sham gap: 10.900 eV

Cartesian coordinates (Å):
N 0.961 -0.329 -0.328
H 1.729 0.998 -1.836
C -0.661 -0.222 1.483
H 1.755 0.347 1.536
C 2.109 0.371 0.511
C 1.271 0.048 -1.701
H 2.057 1.565 0.241
N -0.854 -0.399 2.625
H 2.112 -0.654 -2.131
C -1.570 0.022 -0.765
H 0.035 1.294 0.234
H 3.244 0.246 0.296
N -2.491 -0.239 -1.379
C -0.256 0.292 0.067
H 0.398 -0.094 -2.339

y.
The following is a quantum chemistry calculation of one molecule with the formula C5H7N3, from the OMol25 dataset.

## Properties
Highest occupied orbital energy: -0.361 Eh
2S+1: 1
Structure (SMILES): NCc1cncnc1
Kohn-Sham gap: 10.105 eV

Cartesian coordinates (Å):
C -0.263 -1.079 0.207
N -1.780 1.096 -0.135
H -0.144 2.342 0.056
H 2.952 0.582 -1.145
H 0.346 -1.995 0.452
H 2.048 1.189 0.997
C -0.410 1.222 0.002
H 2.960 -1.069 -1.011
N 2.962 -0.135 -0.524
H -3.377 -0.183 -0.321
N -1.616 -1.300 -0.103
C 1.888 0.145 0.523
H 2.013 -0.540 1.413
C -2.243 -0.113 -0.156
C 0.402 0.166 0.239

z.
The following is a quantum chemistry calculation of one molecule with the formula C5H7N3, from the OMol25 dataset.

## Properties
Highest occupied orbital energy: -0.280 Eh
2S+1: 1
Structure (SMILES): C#CC(/C=C\N)=N\N
Kohn-Sham gap: 8.580 eV

Cartesian coordinates (Å):
C -1.833 0.748 0.248
N -2.360 -0.504 0.225
C 1.771 0.838 -0.131
H 0.759 -2.799 -0.508
C 2.873 1.340 -0.187
C -0.584 1.215 0.093
C 0.447 0.271 -0.123
H -1.759 -1.248 -0.132
N 0.164 -0.964 -0.165
N 1.144 -1.856 -0.418
H 3.846 1.727 -0.237
H 1.844 -2.036 0.298
H -3.345 -0.520 0.310
H -0.351 2.297 0.180
H -2.617 1.490 0.548

Which is the most stable structure? y is the most stable.

w.
The following is a quantum chemistry calculation of a 2-piece molecular cluster, C5H7N3 overall, from the OMol25 dataset.

## Properties
Highest occupied orbital energy: -0.286 Eh
2S+1: 1
Kohn-Sham gap: 6.354 eV

Cartesian coordinates (Å):
H 0.522 2.274 -0.654
C 0.397 0.235 0.369
N 0.851 0.674 -0.876
H -1.942 -0.801 -1.285
H -0.589 -1.895 -1.045
H -1.095 -0.887 1.003
C -0.196 0.248 -1.824
C -0.958 -0.812 -1.100
C 0.628 -0.062 2.740
C 1.155 0.166 1.603
H 0.266 -0.333 -2.664
N 0.559 -0.235 4.023
N -0.743 -0.425 0.209
H 1.940 0.843 1.778
H -0.796 1.011 -2.277

x.
The following is a quantum chemistry calculation of one molecule with the formula C5H7N3, from the OMol25 dataset.

## Properties
Highest occupied orbital energy: -0.339 Eh
2S+1: 1
Structure (SMILES): CN1[C@@H]2C=NN=C[C@H]21
Kohn-Sham gap: 9.646 eV

Cartesian coordinates (Å):
N 1.955 0.921 -0.275
H -1.601 0.549 -1.263
H -2.644 -0.659 -0.836
H 0.254 -0.239 -1.152
N -1.138 -0.558 0.541
H 1.970 -2.320 0.277
H 0.490 -0.102 1.717
H 0.693 2.507 0.056
H -2.796 0.670 0.341
C -0.001 0.313 0.844
C 0.833 1.391 0.230
C 1.531 -1.365 0.009
C -2.081 0.065 -0.331
C 0.161 -0.767 -0.167
N 2.374 -0.404 0.009

Which is the most stable structure? x is the most stable.

w.
The following is a quantum chemistry calculation of a 3-piece molecular cluster, C5H12O2 overall, from the OMol25 dataset.

## Properties
Highest occupied orbital energy: -0.361 Eh
2S+1: 1
Structure (SMILES): C=CCC.C=O.O
Kohn-Sham gap: 10.442 eV

Cartesian coordinates (Å):
H -1.471 -0.725 -1.679
C -0.323 0.885 -0.921
H 1.960 -0.884 -0.397
H 2.012 -1.809 -2.034
C -0.570 -0.120 -1.758
C 1.775 -1.816 -0.955
H -2.021 0.602 0.344
H -0.480 -1.481 1.762
C -1.248 1.361 0.165
O 0.474 -1.425 1.891
O 1.335 -2.810 -0.417
H 0.826 -2.086 1.271
H 0.599 1.459 -1.038
H -1.235 2.181 2.176
H -0.086 0.839 1.932
H -1.772 2.249 -0.215
H 0.267 2.447 1.285
H 0.108 -0.365 -2.574
C -0.535 1.723 1.470

x.
The following is a quantum chemistry calculation of one molecule with the formula C5H12O2, from the OMol25 dataset.

## Properties
Highest occupied orbital energy: -0.365 Eh
2S+1: 1
Structure (SMILES): CC[C@@H](O)CCO
Kohn-Sham gap: 10.723 eV

Cartesian coordinates (Å):
C 0.023 -0.782 -0.027
C 1.197 0.190 -0.125
H -1.045 -1.510 1.436
H -2.712 1.035 -1.257
H 3.153 0.590 0.689
H 2.073 -0.285 1.791
C -1.157 -0.422 -0.940
H 1.490 0.258 -1.179
H -0.783 1.890 0.558
H 0.394 -1.780 -0.322
H 0.867 1.190 0.159
C 2.386 -0.189 0.747
H -2.512 0.546 0.431
H 2.838 -1.136 0.433
H -1.854 -1.275 -0.976
O -0.386 -0.811 1.339
C -1.969 0.795 -0.490
H -0.790 -0.281 -1.964
O -1.214 1.976 -0.301

y.
The following is a quantum chemistry calculation of C5H12O2 as an isolated structure, from the OMol25 dataset.

## Properties
Highest occupied orbital energy: -0.279 Eh
2S+1: 1
Kohn-Sham gap: 7.907 eV

Cartesian coordinates (Å):
C 0.693 0.387 -0.365
H -2.735 0.048 -2.149
H -2.406 0.126 0.201
H -0.932 1.744 -0.345
H 0.315 -1.500 -0.391
C -0.582 0.905 -0.983
C -2.346 -0.791 -1.567
O -1.741 -0.324 -0.341
H 0.675 1.544 1.443
H 1.453 1.021 -0.851
C 2.289 0.114 1.610
H -3.123 -1.513 -1.311
H 0.138 -0.119 1.664
H 3.043 0.737 1.114
H 2.413 0.237 2.692
H -1.538 -1.254 -2.133
O 0.993 -0.940 -0.793
H 2.503 -0.927 1.351
C 0.887 0.506 1.154

z.
The following is a quantum chemistry calculation of a 3-piece molecular cluster, C5H12O2 overall, from the OMol25 dataset.

## Properties
Highest occupied orbital energy: -0.315 Eh
2S+1: 1
Structure (SMILES): C=C/C=C/C.O.O
Kohn-Sham gap: 9.122 eV

Cartesian coordinates (Å):
O -0.104 -1.221 -3.285
C 2.233 2.237 1.620
H -3.629 0.322 -3.267
O -2.963 0.989 -3.046
H 2.727 2.053 0.683
H -0.659 -0.698 -3.878
H -1.328 -1.912 0.940
C 1.050 0.152 1.239
H -0.472 -0.905 -2.449
C 0.362 -0.877 1.719
H -0.002 -2.979 1.207
H 1.323 0.372 0.208
H -3.451 1.663 -2.564
H 0.255 -0.997 2.799
C 1.370 1.339 2.075
C -0.233 -1.962 0.875
H 1.100 1.141 3.103
H 0.035 -1.853 -0.179
H 2.388 3.139 2.203

Which is the most stable structure? x is the most stable.

w.
The following is a quantum chemistry calculation of a 2-piece molecular cluster, C5H8N2O2 overall, from the OMol25 dataset.

## Properties
Highest occupied orbital energy: -0.378 Eh
2S+1: 1
Structure (SMILES): COC(N)=O.C=CC#N
Kohn-Sham gap: 10.874 eV

Cartesian coordinates (Å):
H -1.079 2.568 0.721
C -0.827 0.587 1.084
H 0.346 -0.876 -3.348
C 0.094 -0.783 -2.296
C -0.060 -1.864 -1.538
O -1.209 -0.553 1.090
N 0.183 1.706 -1.751
H 2.098 0.487 2.480
O 0.508 0.953 1.339
C 1.376 -0.040 1.860
C 0.159 0.554 -1.815
H -0.398 -1.810 -0.516
H 0.029 -2.858 -1.947
N -1.555 1.686 0.797
H -2.434 1.553 0.326
H 0.874 -0.783 2.482
H 1.895 -0.528 1.032

x.
The following is a quantum chemistry calculation of one molecule with the formula C5H8N2O2, from the OMol25 dataset.

## Properties
Highest occupied orbital energy: -0.355 Eh
2S+1: 1
Structure (SMILES): CN(C=O)/N=C/CC=O
Kohn-Sham gap: 10.257 eV

Cartesian coordinates (Å):
H -3.164 -1.029 -0.538
N -0.293 0.451 0.057
C 2.082 1.248 -0.357
C -2.238 -1.104 -0.152
H -1.521 -1.799 -0.776
O 2.388 2.341 -0.035
H -2.500 -1.559 0.933
H 0.314 -1.616 0.107
H -1.721 2.206 -0.126
H 2.705 -0.698 0.202
C 1.908 0.008 0.505
O -3.547 1.326 -0.092
C -2.340 1.308 -0.135
H 1.942 0.268 1.473
C 0.532 -0.452 0.104
H 1.636 1.116 -1.344
N -1.590 0.249 -0.002

Which is the most stable structure? w is the most stable.

w.
The following is a quantum chemistry calculation of a 2-piece molecular cluster, C5H8N2O2 overall, from the OMol25 dataset.

## Properties
Highest occupied orbital energy: -0.385 Eh
2S+1: 1
Structure (SMILES): C#C[C@H](O)[C@@H](N)C#N.O
Kohn-Sham gap: 10.660 eV

Cartesian coordinates (Å):
H 2.983 -0.668 -0.013
N 1.205 0.790 2.841
C -1.752 -0.900 -0.589
C -1.450 -0.041 0.580
N 0.344 1.244 -0.478
C 0.063 0.303 0.588
C -1.724 -1.717 -1.484
H 0.574 -0.674 0.501
O 2.778 -0.570 -1.027
H 0.921 2.040 -0.228
H -1.764 1.750 -0.034
C 0.505 0.822 1.903
H -1.685 -0.605 1.493
H -1.690 -2.546 -2.169
H 2.029 -1.134 -1.255
O -2.195 1.143 0.589
H 0.857 0.762 -1.218

x.
The following is a quantum chemistry calculation of a 2-piece molecular cluster, C5H8N2O2 overall, from the OMol25 dataset.

## Properties
Highest occupied orbital energy: -0.313 Eh
2S+1: 1
Kohn-Sham gap: 9.131 eV

Cartesian coordinates (Å):
C -0.072 0.833 -0.074
C 1.169 1.177 0.268
H 1.817 -2.389 0.616
C -0.928 0.257 -1.066
H 1.664 1.445 -1.552
H -1.350 0.820 -1.951
C -1.433 0.479 0.383
O 1.519 1.619 1.468
H -1.028 -1.395 0.815
H -0.765 -0.772 -1.259
H -2.149 1.186 0.562
O 2.152 1.346 -0.793
H -2.628 -1.170 0.912
C 0.232 -2.471 -0.775
N -1.687 -0.715 1.164
H 2.278 2.255 1.408
N 1.209 -2.505 -0.127

Which is the most stable structure? w is the most stable.

w.
The following is a quantum chemistry calculation of one molecule with the formula C3H9NS2, from the OMol25 dataset.

## Properties
Highest occupied orbital energy: -0.313 Eh
2S+1: 1
Structure (SMILES): CSSCCN
Kohn-Sham gap: 9.320 eV

Cartesian coordinates (Å):
H 1.647 1.163 -2.203
H -2.518 -0.990 0.362
H -2.153 -2.676 -0.015
H 1.968 -0.385 -1.514
H -0.375 2.099 -0.221
H 1.967 2.207 -0.182
C 0.057 1.132 0.057
N 2.011 0.615 -1.432
H -0.367 0.392 -0.617
H 2.041 0.550 0.615
C -2.105 -1.917 0.764
S -0.474 -1.579 1.406
S -0.391 0.407 1.687
C 1.597 1.181 -0.144
H -2.906 -2.197 1.437

x.
The following is a quantum chemistry calculation of one molecule with the formula C3H9NS2, from the OMol25 dataset.

## Properties
Highest occupied orbital energy: -0.332 Eh
2S+1: 1
Structure (SMILES): C[C@@H](N)CSS
Kohn-Sham gap: 9.096 eV

Cartesian coordinates (Å):
N 0.998 -1.291 0.916
S 1.431 3.055 -1.968
C -0.003 -0.289 0.537
H 0.764 -2.185 0.492
H -2.068 -0.504 1.471
S 1.854 0.982 -1.252
H -0.678 1.028 -1.035
H 0.973 -1.493 1.852
H 1.464 4.013 -1.027
C -1.451 -0.815 0.698
H -1.415 -1.936 0.684
H -0.055 -0.733 -1.507
C 0.025 0.233 -0.937
H 0.149 0.517 1.295
H -1.987 -0.583 -0.220

Which is the most stable structure? w is the most stable.